[1]
The following is a DFT calculation (the ωB97M-V functional and the def2-TZVPD basis) of a single C4H5F2NO2S molecule.

Results
HOMO energy (alpha / beta) = -9.13 / -9.13 eV
Structure (SMILES) = O=S(=O)=C1NCCC1(F)F
LUMO energy (alpha / beta) = -1.32 / -1.32 eV
2S+1 = 1
Energy = -958.4671 hartree
HOMO-LUMO gap (alpha / beta) = 7.807 / 7.805 eV

Element x y z (Å)
C (0.87894, -1.91981, 0.89184)
C (1.15113, 0.35014, 0.07953)
C (-0.35553, -0.04182, 0.09076)
C (1.92870, -0.98071, 0.00610)
N (-0.31985, -1.39799, 0.69481)
O (0.13800, -2.25969, 3.35642)
O (2.56804, -2.43037, 3.05178)
F (3.13863, -0.97684, 0.44977)
F (1.91940, -1.44883, -1.25962)
S (1.35417, -1.77112, 2.75374)
H (1.20513, 0.89419, -0.86733)
H (1.45437, 0.76331, 1.10538)
H (-0.88750, 0.59404, 0.76311)
H (-0.86892, -0.31407, -0.91745)
H (-1.04621, -1.60912, 1.34002)

---

[2]
The following is a DFT calculation (the ωB97M-V functional and the def2-TZVPD basis) of a single CHFS2 molecule.

Results
HOMO energy (alpha / beta) = -8.72 / -8.81 eV
LUMO energy (alpha / beta) = -1.68 / -1.05 eV
2S+1 = 1
Energy = -934.8459 hartree
Relative energy (zero: lowest compared OMol25 entry of this formula, charge and spin) = 40.5 kcal/mol
HOMO-LUMO gap (alpha / beta) = 7.045 / 7.760 eV

Element x y z (Å)
C (0.60913, -0.31596, 0.09234)
F (1.19862, -0.99703, -0.84322)
S (0.05832, 1.18452, -0.24700)
S (-1.68599, 0.94458, 0.45032)
H (-0.18009, -0.81612, 0.54756)

---

[3]
The following is a DFT calculation (the ωB97M-V functional and the def2-TZVPD basis) of 2 unconnected molecules or ions with the total composition C9H14N2O.

Results
HOMO energy = -8.15 eV
Structure (SMILES) = O=Cc1ccccc1.CN(C)N
LUMO energy = 0.66 eV
2S+1 = 1
Energy = -536.0254 hartree
Relative energy (zero: lowest compared OMol25 entry of this formula, charge and spin) = 36.6 kcal/mol
HOMO-LUMO gap = 8.808 eV

Element x y z (Å)
C (-2.20651, 0.23655, 0.90593)
C (-1.69370, -1.05953, 1.02219)
C (-0.33593, -1.25836, 1.26915)
C (0.52669, -0.16340, 1.44707)
C (1.99120, -0.39303, 1.64496)
O (2.83272, 0.48412, 1.39784)
C (0.02346, 1.13484, 1.27488)
C (-1.34257, 1.32996, 1.02971)
H (-3.27619, 0.38268, 0.75585)
H (-2.35080, -1.92214, 0.88426)
H (0.08710, -2.26008, 1.32203)
H (2.24445, -1.45509, 1.81738)
H (0.70454, 1.99112, 1.30445)
H (-1.72803, 2.34182, 0.90405)
C (1.65504, -1.44325, 4.56812)
N (2.39076, -0.48836, 3.73607)
C (3.84012, -0.75162, 3.79492)
N (2.12597, 0.83584, 4.13610)
H (1.90256, -2.45337, 4.21198)
H (1.94600, -1.35388, 5.63241)
H (0.57432, -1.28818, 4.45244)
H (4.00386, -1.79345, 3.50989)
H (4.34832, -0.09415, 3.08136)
H (4.21601, -0.58757, 4.81649)
H (2.56980, 1.44484, 3.44327)
H (1.11428, 0.98514, 4.09684)

---

[4]
The following is a DFT calculation (the ωB97M-V functional and the def2-TZVPD basis) of 2 unconnected molecules or ions with the total composition CH4OS2.

Results
HOMO energy (alpha / beta) = -8.87 / -8.86 eV
Structure (SMILES) = O=S.CS
LUMO energy (alpha / beta) = -1.81 / -1.82 eV
2S+1 = 1
Energy = -912.0211 hartree
Relative energy (zero: lowest compared OMol25 entry of this formula, charge and spin) = 44.2 kcal/mol
HOMO-LUMO gap (alpha / beta) = 7.057 / 7.047 eV

Element x y z (Å)
C (0.37074, 0.57064, -0.54560)
O (-2.74846, 0.86997, -1.37359)
S (0.45839, -1.26353, -0.41049)
S (-3.27396, 1.75161, -2.44290)
H (1.24121, 1.04118, -0.23091)
H (-0.35436, 0.90101, 0.20445)
H (-0.08459, 1.02308, -1.48769)
H (-0.31831, -1.52285, -1.41311)

---

[5]
The following is a DFT calculation (the ωB97M-V functional and the def2-TZVPD basis) of a single C20H13F3N4O2 molecule.

Results
HOMO energy = -7.68 eV
LUMO energy = -1.30 eV
2S+1 = 1
Energy = -1439.0433 hartree
Relative energy (zero: lowest compared OMol25 entry of this formula, charge and spin) = 0.0 kcal/mol
HOMO-LUMO gap = 6.379 eV

Element x y z (Å)
O (-2.18799, -1.81940, 1.23602)
O (-0.18025, 2.21970, 0.37464)
F (0.38813, -3.01869, 4.99794)
F (0.99796, -1.72181, 6.61569)
F (2.34386, -1.87252, 4.91589)
N (3.58575, 1.64755, -2.47346)
N (2.67353, 1.37968, -4.63473)
C (-1.52328, -1.11970, 0.46230)
C (-0.49763, 1.08313, 0.02114)
C (-1.54876, -1.85727, -3.71355)
C (-1.06154, -0.66915, -3.23620)
C (-2.03599, -2.83895, -2.75357)
C (-1.93573, -2.58548, -1.37300)
C (-1.02600, -0.34935, -1.79293)
C (3.69224, 1.48902, -3.81176)
C (2.34969, 1.70481, -1.97037)
C (1.43626, 1.50235, -4.14501)
C (-0.72984, 1.44675, 4.52461)
C (-0.97509, 1.36929, 3.15151)
C (-0.04704, 0.43707, 5.20977)
C (0.02652, -0.82222, 3.13568)
C (-0.64087, 0.22792, 2.43099)
C (0.34477, -0.71692, 4.51573)
C (1.23416, 1.64177, -2.78098)
C (-0.89885, 0.08621, 0.99731)
N (-1.48275, -1.34076, -0.89878)
N (-0.56260, 0.82158, -1.33323)
C (1.03415, -1.84820, 5.27032)
C (-0.18462, 1.88228, -2.27553)
H (-1.61731, -2.08485, -4.75371)
H (-0.78072, 0.03755, -4.02314)
H (-2.42943, -3.78226, -3.11130)
H (-2.30010, -3.35193, -0.65633)
H (4.70692, 1.35819, -4.14187)
H (2.23385, 1.85800, -0.88858)
H (0.59822, 1.45905, -4.81720)
H (-1.01977, 2.34128, 5.04793)
H (-1.42022, 2.20700, 2.61034)
H (0.19726, 0.55268, 6.25939)
H (0.37085, -1.72120, 2.66069)
H (-0.91966, 1.95957, -3.10206)
H (-0.20806, 2.80823, -1.75059)

---

[6]
The following is a DFT calculation (the ωB97M-V functional and the def2-TZVPD basis) of a molecular structure, C6H14AlO3.

Results
HOMO energy = -12.68 eV
LUMO energy = -3.59 eV
2S+1 = 1
Energy = -704.9053 hartree
Total charge = +1
Relative energy (zero: lowest compared OMol25 entry of this formula, charge and spin) = 0.0 kcal/mol
HOMO-LUMO gap = 9.096 eV

Element x y z (Å)
C (-3.42574, 1.46703, 0.21873)
O (-2.33400, 0.65643, 0.58558)
C (-2.24044, -0.52349, -0.17174)
C (-1.02447, -1.29222, 0.26666)
O (0.14295, -0.59155, -0.13216)
C (1.33065, -1.12931, 0.41641)
C (2.50083, -0.46369, -0.25714)
O (2.45873, 0.91389, 0.06122)
C (3.60134, 1.63774, -0.36086)
Al (0.41416, 1.68845, -0.06534)
H (-3.40618, 2.35997, 0.85372)
H (-3.34348, 1.78310, -0.83475)
H (-4.38129, 0.93770, 0.36894)
H (-2.16431, -0.27667, -1.24666)
H (-3.13334, -1.15589, -0.02127)
H (-1.02010, -2.28590, -0.20622)
H (-1.04142, -1.43899, 1.35811)
H (1.40696, -2.21842, 0.28666)
H (1.27677, -0.98021, 1.50674)
H (2.47628, -0.59352, -1.35035)
H (3.43416, -0.91753, 0.10718)
H (4.49509, 1.26306, 0.15825)
H (3.74226, 1.53998, -1.44799)
H (3.43447, 2.69098, -0.10357)

---

[7]
The following is a DFT calculation (the ωB97M-V functional and the def2-TZVPD basis) of a single C4H9NO2 molecule.

Results
HOMO energy = -10.41 eV
Structure (SMILES) = CCCOC(N)=O
LUMO energy = 0.94 eV
2S+1 = 1
Energy = -363.0794 hartree
Relative energy (zero: lowest compared OMol25 entry of this formula, charge and spin) = 3.8 kcal/mol
HOMO-LUMO gap = 11.348 eV

Element x y z (Å)
C (-2.56434, 0.02839, -0.29635)
C (-1.12244, 0.52046, -0.39002)
C (-0.21051, -0.19690, 0.59155)
O (1.12305, 0.31265, 0.47422)
C (2.03130, -0.49965, -0.11095)
O (1.83518, -1.64715, -0.44913)
N (3.22072, 0.15789, -0.23656)
H (-2.96157, 0.15533, 0.71726)
H (-3.21844, 0.58050, -0.97934)
H (-2.63318, -1.03493, -0.55069)
H (-0.73314, 0.36084, -1.40195)
H (-1.07097, 1.59899, -0.20261)
H (-0.52205, -0.00958, 1.62380)
H (-0.19393, -1.27444, 0.41194)
H (3.90218, -0.27765, -0.83536)
H (3.22153, 1.16274, -0.17070)

---

[8]
The following is a DFT calculation (the ωB97M-V functional and the def2-TZVPD basis) of 2 unconnected molecules or ions with the total composition CH7N3O2.

Results
HOMO energy (alpha / beta) = -8.10 / -7.26 eV
LUMO energy (alpha / beta) = 0.58 / 0.59 eV
2S+1 = 1
Energy = -356.7719 hartree
Relative energy (zero: lowest compared OMol25 entry of this formula, charge and spin) = 160.6 kcal/mol
HOMO-LUMO gap (alpha / beta) = 8.681 / 7.848 eV

Element x y z (Å)
C (-0.68000, 1.31402, -0.37338)
N (-0.67208, -0.88540, 0.62655)
O (-0.80519, -1.98490, -0.18289)
H (-0.01987, -1.94304, -0.78968)
H (-1.64987, -0.61763, 0.79203)
H (-1.47312, 0.86374, -0.95901)
H (-0.15291, 2.10890, -0.89238)
H (-0.95343, 1.60444, 0.63748)
N (1.63716, 0.15733, 0.62658)
N (0.70398, 0.20897, -0.38676)
O (0.88376, -0.53316, -1.37423)
H (1.89882, -0.81816, 0.77649)
H (1.28275, 0.52490, 1.49920)

---

Please write out number 8 again, unchanged.
The following is a DFT calculation (the ωB97M-V functional and the def2-TZVPD basis) of 2 unconnected molecules or ions with the total composition CH7N3O2.

Results
HOMO energy (alpha / beta) = -8.10 / -7.26 eV
LUMO energy (alpha / beta) = 0.58 / 0.59 eV
2S+1 = 1
Energy = -356.7719 hartree
Relative energy (zero: lowest compared OMol25 entry of this formula, charge and spin) = 160.6 kcal/mol
HOMO-LUMO gap (alpha / beta) = 8.681 / 7.848 eV

Element x y z (Å)
C (-0.68000, 1.31402, -0.37338)
N (-0.67208, -0.88540, 0.62655)
O (-0.80519, -1.98490, -0.18289)
H (-0.01987, -1.94304, -0.78968)
H (-1.64987, -0.61763, 0.79203)
H (-1.47312, 0.86374, -0.95901)
H (-0.15291, 2.10890, -0.89238)
H (-0.95343, 1.60444, 0.63748)
N (1.63716, 0.15733, 0.62658)
N (0.70398, 0.20897, -0.38676)
O (0.88376, -0.53316, -1.37423)
H (1.89882, -0.81816, 0.77649)
H (1.28275, 0.52490, 1.49920)